Entry 1:
# C41H55N8SSi4TeTi

A molecular structure, C41H55N8SSi4TeTi (ωB97M-V/def2-TZVPD, the Open Molecules 2025 dataset).

Each line ends with the Löwdin charge.
Geometry (Å):
1 Ti 1.9448 1.4446 0.1399  1.06
2 C 3.7215 -1.7853 4.2830  -0.10
3 C 4.0671 -0.4419 4.3283  -0.09
4 C 3.3472 0.4896 3.5921  -0.04
5 C 2.2853 0.0773 2.7963  -0.32
6 C 1.9354 -1.2715 2.7557  -0.02
7 C 2.6506 -2.1966 3.4982  -0.07
8 N 1.5573 1.0056 2.0057  -0.07
9 C 0.4223 1.5871 2.5995  -0.29
10 C -0.0682 1.3313 3.8682  -0.03
11 C -1.1987 2.0177 4.3088  -0.11
12 C -1.8113 2.9595 3.4955  -0.11
13 C -1.3173 3.2228 2.2198  -0.04
14 C -0.2206 2.5123 1.7695  -0.31
15 N 0.4289 2.6413 0.5405  -0.14
16 N 0.2183 3.8319 -0.1173  0.09
17 C 1.2019 4.0306 -0.9332  -0.43
18 C 1.4533 5.3912 -1.4108  -0.02
19 C 2.6699 5.8043 -1.7759  -0.05
20 C 3.8461 4.8788 -1.7982  -0.17
21 C 3.4532 3.4384 -1.3507  -0.24
22 N 2.0938 3.0117 -1.1543  -0.04
23 H 4.2840 -2.5095 4.8593  0.09
24 H 4.9004 -0.1162 4.9390  0.10
25 H 3.6062 1.5420 3.6157  0.11
26 H 1.1030 -1.5617 2.1224  0.08
27 H 2.3743 -3.2432 3.4578  0.10
28 H 0.4173 0.6039 4.5061  0.11
29 H -1.5947 1.8118 5.2953  0.09
30 H -2.6866 3.4907 3.8485  0.09
31 H -1.7796 3.9538 1.5715  0.10
32 H 0.6189 6.0792 -1.3534  0.11
33 H 2.8275 6.8398 -2.0603  0.10
34 H 4.3573 4.9281 -2.7633  0.14
35 H 4.0110 2.6951 -1.9257  0.15
36 C 6.2899 4.7507 -0.7979  -0.05
37 C 4.8241 4.9634 -0.5645  -0.18
38 C 4.1469 3.7112 0.0126  -0.16
39 C 4.9474 2.5243 0.3806  -0.20
40 C 6.2661 2.4820 0.1881  -0.01
41 C 6.9386 3.6550 -0.3886  -0.08
42 N 4.0718 1.3976 0.4790  -0.03
43 N 4.5641 0.2486 0.5138  0.14
44 C 3.7250 -0.8062 0.0904  -0.31
45 C 4.3379 -2.0572 0.1681  -0.03
46 C 3.6739 -3.1417 -0.3724  -0.08
47 C 2.4481 -2.9354 -0.9948  -0.06
48 C 1.8481 -1.6785 -1.0418  -0.14
49 C 2.4542 -0.5607 -0.4789  -0.15
50 H 6.8493 5.5483 -1.2763  0.10
51 H 4.6835 5.8725 0.0252  0.14
52 H 3.3836 3.9483 0.7593  0.16
53 H 6.8177 1.5602 0.3138  0.11
54 H 8.0058 3.5778 -0.5588  0.10
55 H 5.3119 -2.1428 0.6317  0.11
56 H 4.1095 -4.1320 -0.3351  0.10
57 H 1.9423 -3.7773 -1.4517  0.09
58 H 0.8831 -1.5695 -1.5195  0.04
59 S 1.5335 0.7628 -3.8388  0.55
60 C 0.1691 1.6682 -3.5038  -0.93
61 N -0.9111 1.2708 -2.8184  0.01
62 C -1.8491 2.3566 -2.5689  -0.15
63 C -1.1486 3.5740 -3.2054  -0.15
64 N -0.0241 2.9567 -3.9033  0.01
65 H -0.8644 0.4850 -2.1680  -0.02
66 H -2.0068 2.4746 -1.4963  0.09
67 H -2.8098 2.1492 -3.0445  0.10
68 H -0.8040 4.2690 -2.4372  0.08
69 H -1.8004 4.1030 -3.9007  0.11
70 H 0.7947 3.4785 -4.1625  0.11
71 C -4.6217 -0.9025 -3.0409  -0.22
72 Si -3.5509 -2.3732 -2.5288  0.33
73 C -4.5277 -3.9510 -2.9152  -0.22
74 C -2.0094 -2.4056 -3.6155  -0.21
75 Si -2.9899 -2.2404 -0.2672  -0.08
76 Te -1.4405 -0.4201 0.2827  0.50
77 Si -4.9174 -1.7922 0.9843  0.31
78 C -6.3607 -2.9718 0.6319  -0.22
79 C -4.5006 -1.9018 2.8208  -0.23
80 C -5.5175 -0.0432 0.6176  -0.23
81 Si -2.1157 -4.3094 0.3804  0.33
82 C -3.4055 -5.6864 0.5445  -0.22
83 C -0.8284 -4.8666 -0.8881  -0.22
84 C -1.2620 -4.1426 2.0528  -0.22
85 H -4.6452 -0.7989 -4.1293  0.02
86 H -4.2374 0.0267 -2.6136  0.01
87 H -5.6485 -1.0304 -2.6885  0.02
88 H -4.8270 -3.9686 -3.9676  0.02
89 H -5.4298 -4.0298 -2.3042  0.01
90 H -3.9184 -4.8386 -2.7271  0.01
91 H -2.2701 -2.2267 -4.6626  0.03
92 H -1.5188 -3.3801 -3.5513  0.02
93 H -1.2808 -1.6477 -3.3190  0.00
94 H -6.0852 -4.0133 0.8116  0.01
95 H -6.6875 -2.8876 -0.4077  0.01
96 H -7.2170 -2.7343 1.2704  0.02
97 H -4.3996 -2.9404 3.1461  0.01
98 H -5.2812 -1.4303 3.4247  0.02
99 H -3.5571 -1.3860 3.0149  0.01
100 H -5.9366 0.0335 -0.3881  0.01
101 H -4.6785 0.6522 0.6933  0.00
102 H -6.2867 0.2591 1.3346  0.02
103 H -3.9330 -5.8705 -0.3939  0.01
104 H -4.1500 -5.4262 1.3008  0.01
105 H -2.9276 -6.6205 0.8550  0.02
106 H -1.3034 -5.3026 -1.7708  0.02
107 H -0.1472 -5.6106 -0.4648  0.03
108 H -0.2401 -4.0072 -1.2136  0.00
109 H -1.9901 -3.9687 2.8487  0.02
110 H -0.5860 -3.2846 2.0378  -0.01
111 H -0.6909 -5.0433 2.2970  0.02

Strongest force on any atom ... 1.16 eV/A
Net charge ... -1
Frontier orbital gap ... 4.40 eV



Entry 2:
# C41H56LaN9O4SiTe

A molecular structure, C41H56LaN9O4SiTe (ωB97M-V/def2-TZVPD, the Open Molecules 2025 dataset).

Each line ends with the Löwdin charge.
Geometry (Å):
1 La 14.0951 14.4641 12.8549  1.74
2 N 17.0598 14.2003 12.9986  0.02
3 C 17.4555 13.2490 11.9065  -0.28
4 C 18.7451 12.4424 12.1995  -0.13
5 C 19.3905 11.5878 11.1006  -0.16
6 C 19.1365 12.0286 9.6603  -0.14
7 N 17.7295 11.7482 9.3349  0.09
8 C 17.0180 12.1818 8.3193  -0.42
9 N 17.5825 12.8808 7.3242  0.22
10 N 15.7042 11.8858 8.2852  0.22
11 C 16.2153 12.4067 11.5289  -0.63
12 O 16.2358 11.1819 11.3899  0.02
13 O 15.1739 13.1175 11.3119  -0.28
14 H 17.5754 15.0551 12.9241  0.08
15 H 17.2828 13.8116 13.9122  0.09
16 H 17.6042 13.8589 11.0071  0.15
17 H 18.6138 11.8036 13.1089  0.14
18 H 19.4676 13.2171 12.5046  0.12
19 H 19.0876 10.5580 11.2214  0.12
20 H 20.4621 11.6023 11.2481  0.12
21 H 19.8223 11.4518 9.0387  0.13
22 H 19.3625 13.0691 9.4879  0.12
23 H 17.2548 11.1200 9.9660  0.11
24 H 18.5925 12.9805 7.3032  0.13
25 H 17.0376 13.1833 6.5331  0.13
26 H 15.2800 11.4803 9.0954  0.10
27 H 15.1229 11.9559 7.4761  0.13
28 C 11.2939 17.6776 10.8625  -0.24
29 Si 11.6491 16.2603 12.0677  0.39
30 C 10.2176 15.0455 11.7695  -0.27
31 C 11.3295 16.9747 13.7792  -0.26
32 H 10.2768 18.0490 11.0357  0.04
33 H 11.2771 17.3309 9.8349  0.02
34 H 12.0188 18.4799 10.9158  -0.03
35 H 9.2480 15.5471 11.8482  0.03
36 H 10.1947 14.2200 12.5088  -0.01
37 H 10.2839 14.5563 10.8027  0.02
38 H 10.3605 17.4294 13.8342  0.02
39 H 12.0739 17.7263 14.0371  0.01
40 H 11.4375 16.1446 14.5023  0.00
41 C 10.9068 20.7292 15.3075  -0.04
42 C 11.9516 21.0489 14.2785  -0.26
43 C 11.8234 20.5554 12.9814  -0.04
44 C 12.7552 20.8477 11.9910  -0.02
45 C 13.8700 21.6162 12.3082  -0.25
46 N 14.8553 21.8682 11.3091  0.14
47 C 15.4227 21.0029 10.4474  -0.55
48 O 15.9930 21.3706 9.4466  0.09
49 N 15.3627 19.6386 10.7376  0.14
50 C 15.4324 18.9731 11.9385  -0.22
51 C 16.0596 19.5131 13.0755  0.03
52 C 16.1175 18.7469 14.2217  -0.02
53 C 15.5524 17.4749 14.2083  -0.15
54 N 14.9509 16.9554 13.1314  -0.12
55 C 14.8758 17.7093 12.0311  -0.12
56 C 14.0086 22.1331 13.6061  -0.02
57 C 13.0737 21.8338 14.5838  -0.03
58 H 10.4194 19.7727 15.1410  0.06
59 H 10.1253 21.5007 15.3429  0.09
60 H 11.3241 20.7206 16.3187  0.08
61 H 10.9793 19.9255 12.7401  0.10
62 H 12.6634 20.3848 11.0135  0.11
63 H 15.0568 22.8267 11.0792  0.16
64 H 15.3023 19.1001 9.8902  0.16
65 H 16.4928 20.5077 13.0145  0.13
66 H 16.5472 19.1101 15.1425  0.12
67 H 15.5987 16.8474 15.0839  0.10
68 H 14.3645 17.2559 11.1846  0.08
69 H 14.8943 22.7266 13.8411  0.12
70 H 13.2205 22.1158 15.6159  0.11
71 C 14.4319 13.8613 18.0073  -0.43
72 Te 13.2433 13.6862 16.2575  1.27
73 C 14.0315 11.6849 16.3036  -0.40
74 C 14.2904 11.4115 17.7688  -0.30
75 C 14.4367 10.0992 18.2463  -0.03
76 C 14.7672 9.8519 19.5789  -0.05
77 C 14.9233 10.9516 20.4550  -0.04
78 C 14.7690 12.2491 19.9520  -0.03
79 C 14.4781 12.4826 18.6156  -0.31
80 H 14.0841 14.6534 18.6295  0.05
81 H 15.4571 14.1481 17.7228  0.07
82 H 14.9483 11.6238 15.7260  0.06
83 H 13.3141 10.9780 15.8816  0.05
84 H 14.2940 9.2577 17.5837  0.11
85 H 14.8517 8.8513 19.9366  0.10
86 H 15.1875 10.8107 21.4795  0.10
87 H 14.9228 13.1077 20.6075  0.12
88 C 9.6257 9.0875 12.9270  0.05
89 N 10.6877 9.9665 12.4650  -0.05
90 N 10.8712 11.1855 13.0433  0.06
91 C 12.1119 11.6459 12.7174  -0.39
92 O 12.5590 12.7470 13.1889  -0.34
93 C 12.7145 10.6775 11.9005  0.08
94 C 11.7736 9.6589 11.7456  -0.22
95 C 11.8586 8.3594 10.9771  0.00
96 C 9.9351 11.7537 13.9413  -0.22
97 C 10.1035 11.6859 15.3116  -0.03
98 C 9.1771 12.2827 16.1637  -0.05
99 C 8.0033 12.8245 15.6397  -0.04
100 C 7.8115 12.8495 14.2527  -0.04
101 C 8.7846 12.3429 13.3986  -0.03
102 H 9.7242 8.9104 13.9905  0.11
103 H 9.7195 8.1448 12.4064  0.09
104 H 8.6668 9.5606 12.7386  0.10
105 H 13.6918 10.7833 11.4530  0.09
106 H 12.7383 8.3500 10.3295  0.09
107 H 10.9917 8.2474 10.3267  0.09
108 H 11.9510 7.5265 11.6658  0.09
109 H 10.9704 11.2373 15.7098  0.09
110 H 9.3619 12.2968 17.2200  0.11
111 H 7.2390 13.2234 16.2863  0.11
112 H 6.9090 13.2296 13.8163  0.11
113 H 8.6365 12.3159 12.3397  0.12

Strongest force on any atom ... 1.69 eV/A
Net charge ... +2
Frontier orbital gap ... 6.37 eV